The molecule C4H9NS in a non-equilibrium geometry. Source: the Open Molecules 2025 dataset; level of theory: ωB97M-V/def2-TZVPD.

Each line ends with the Löwdin charge.
Positions of all 15 atoms, in Å:
C: 1.264 -1.500 0.604  -0.7601
C: -0.551 1.610 -0.646  -0.1028
C: -1.087 -1.052 0.217  -0.0784
C: 0.702 0.873 -0.115  -0.1575
N: 0.327 -0.778 0.075  -0.2057
S: 2.730 -0.885 0.991  0.5839
H: 0.863 -2.532 0.793  0.0925
H: -1.335 1.346 0.060  0.0452
H: -0.400 2.671 -0.788  0.0737
H: -0.719 1.144 -1.636  0.0849
H: -1.353 -0.870 -0.798  0.0668
H: -1.579 -2.035 0.441  0.1177
H: -1.465 -0.196 0.769  0.0699
H: 1.494 0.921 -0.836  0.0717
H: 1.106 1.281 0.870  0.0983

SMILES: CCN(C)C=S
2S+1: 1
E_tot: -610.677886 Ha
Net charge: 0
Relative energy (zero: lowest compared OMol25 entry of this formula, charge and spin): 47.6 kcal per mole
LUMO energy: 0.723 eV


A cluster of 2 separate species, C4H9NS in total in a non-equilibrium geometry. Source: the Open Molecules 2025 dataset; level of theory: ωB97M-V/def2-TZVPD.

Each line ends with the Löwdin charge.
Positions of all 15 atoms, in Å:
C: 0.307 1.444 1.827  -0.0455
C: -0.867 0.744 1.322  -0.3638
C: -1.660 1.338 0.230  -0.1070
C: 1.464 -2.232 -1.434  -0.5488
N: 0.584 0.394 1.132  0.1054
S: 0.493 -0.813 -2.001  0.5650
H: 0.726 2.236 2.396  0.1025
H: 0.648 0.071 -0.852  -0.1239
H: -1.512 0.046 1.907  0.1296
H: -1.941 0.641 -0.534  0.0533
H: -0.985 1.950 -0.333  0.0663
H: -2.527 1.940 0.377  0.0694
H: 1.301 -3.263 -1.868  0.0361
H: 1.409 -2.270 -0.334  0.0143
H: 2.560 -2.226 -1.835  0.0473

SMILES: C[C@@H]1C=N1.CS
2S+1: 1
E_tot: -610.625990 Ha
Net charge: 0
Relative energy (zero: lowest compared OMol25 entry of this formula, charge and spin): 80.1 kcal per mole
LUMO energy: 0.736 eV


The molecule C4H9NS in a non-equilibrium geometry. Source: the Open Molecules 2025 dataset; level of theory: ωB97M-V/def2-TZVPD.

Each line ends with the Löwdin charge.
Positions of all 15 atoms, in Å:
C: -0.005 0.979 -0.081  -0.2432
C: -1.201 0.108 0.363  -0.1978
C: -2.251 0.260 -0.728  -0.0777
C: 2.424 -1.268 0.285  -0.3886
N: 1.241 1.127 -0.317  -0.4675
S: 2.565 0.390 -0.580  0.7979
H: -0.324 1.915 0.232  0.0699
H: -1.456 0.851 1.275  0.1583
H: -0.836 -0.690 0.821  0.0355
H: -2.314 -0.459 -1.501  0.0690
H: -1.993 1.235 -1.010  0.0546
H: -3.172 0.235 -0.217  0.0582
H: 1.588 -1.850 -0.208  0.0320
H: 2.310 -1.008 1.431  0.0621
H: 3.423 -1.824 0.236  0.0374

SMILES: CC/C=N\SC
2S+1: 1
E_tot: -610.614413 Ha
Net charge: 0
Relative energy (zero: lowest compared OMol25 entry of this formula, charge and spin): 87.4 kcal per mole
LUMO energy: 0.816 eV


A cluster of 2 separate species, C4H9O in total in a non-equilibrium geometry. Source: the Open Molecules 2025 dataset; level of theory: ωB97M-V/def2-TZVPD.

Each line ends with the Löwdin charge.
Positions of all 14 atoms, in Å:
C: -0.029 -2.851 -1.376  -0.4335
O: -0.072 -1.728 -0.481  -0.4790
H: -0.808 -3.672 -0.988  0.0421
H: 0.909 -3.404 -1.562  0.0158
H: -0.500 -2.747 -2.299  -0.0240
C: 0.851 2.225 1.513  -0.1490
C: 0.198 1.268 0.536  -0.2559
C: -0.959 1.499 -0.087  -0.0606
H: 0.181 2.372 2.362  0.0518
H: 1.220 3.271 1.207  0.0816
H: 1.740 1.708 1.903  0.0513
H: 0.647 0.287 0.176  0.0742
H: -1.560 0.830 -0.713  0.0431
H: -1.626 2.336 0.250  0.0422

2S+1: 1
E_tot: -232.952211 Ha
Net charge: -1
Relative energy (zero: lowest compared OMol25 entry of this formula, charge and spin): 41.9 kcal per mole
LUMO energy: 3.951 eV


A cluster of 2 separate species, C4H9O2 in total in a non-equilibrium geometry. Source: the Open Molecules 2025 dataset; level of theory: ωB97M-V/def2-TZVPD.

Each line ends with the Löwdin charge.
Positions of all 15 atoms, in Å:
C: 1.985 0.153 -0.528  -0.1774
C: 1.427 1.306 -1.348  -0.1839
H: 1.941 -0.831 -0.948  0.0516
H: 3.005 0.302 -0.077  0.0657
H: 1.318 0.117 0.356  0.0601
H: 2.139 1.910 -1.897  0.0412
H: 0.735 0.813 -2.066  0.0718
H: 0.723 1.977 -0.806  0.0664
C: -1.899 -0.205 1.359  -0.0727
C: -1.775 -1.546 0.524  -0.7830
O: -1.856 -2.465 1.394  -0.1572
O: -1.824 -1.712 -0.707  -0.1039
H: -1.012 -0.038 1.952  0.0353
H: -2.704 -0.418 2.062  0.0448
H: -2.204 0.638 0.731  0.0411

2S+1: 1
E_tot: -308.316316 Ha
Net charge: -1
Relative energy (zero: lowest compared OMol25 entry of this formula, charge and spin): 17.9 kcal per mole
LUMO energy: 3.804 eV


A cluster of 2 separate species, C4H9O2 in total in a non-equilibrium geometry. Source: the Open Molecules 2025 dataset; level of theory: ωB97M-V/def2-TZVPD.

Each line ends with the Löwdin charge.
Positions of all 15 atoms, in Å:
O: -1.589 0.573 2.463  -0.1912
C: -1.527 0.086 1.303  -0.4953
C: -1.239 0.758 0.125  -0.2617
C: -1.325 0.103 -1.242  -0.1958
H: -1.710 -1.010 1.198  0.0955
H: 0.503 -0.248 0.401  0.0015
H: -1.016 1.812 0.153  0.0612
H: -1.245 -0.989 -1.218  0.0533
H: -0.512 0.438 -1.898  0.0419
H: -2.271 0.307 -1.765  0.0366
C: 2.440 -0.351 0.070  -0.1901
O: 1.221 -0.887 0.533  -0.1503
H: 2.981 -1.102 -0.505  0.0603
H: 2.268 0.532 -0.555  0.0699
H: 3.022 -0.019 0.938  0.0643

2S+1: 1
E_tot: -308.269592 Ha
Net charge: -1
Relative energy (zero: lowest compared OMol25 entry of this formula, charge and spin): 47.2 kcal per mole
LUMO energy: 3.969 eV


A cluster of 2 separate species, C4H9O2 in total in a non-equilibrium geometry. Source: the Open Molecules 2025 dataset; level of theory: ωB97M-V/def2-TZVPD.

Each line ends with the Löwdin charge.
Positions of all 15 atoms, in Å:
C: -0.197 -0.902 -1.773  -0.2213
C: 1.243 -0.445 -2.097  -0.1719
H: -0.693 -0.005 -1.171  0.0686
H: -1.047 -1.097 -2.587  0.0930
H: -0.304 -1.491 -0.874  0.0273
H: 1.385 -0.729 -3.160  0.0593
H: 1.840 -0.762 -1.154  0.1129
H: 1.151 0.594 -2.144  0.0198
C: -0.864 0.763 1.616  -0.0787
C: 0.112 0.739 2.717  -0.8459
O: 1.311 1.039 2.530  -0.1129
O: -0.293 0.167 3.763  -0.1298
H: -0.809 -0.140 1.100  0.0181
H: -0.967 1.759 1.131  0.0787
H: -1.868 0.511 2.102  0.0828

2S+1: 1
E_tot: -308.270794 Ha
Net charge: -1
Relative energy (zero: lowest compared OMol25 entry of this formula, charge and spin): 46.5 kcal per mole
LUMO energy: 3.654 eV


A cluster of 2 separate species, C4H9O2 in total in a non-equilibrium geometry. Source: the Open Molecules 2025 dataset; level of theory: ωB97M-V/def2-TZVPD.

Each line ends with the Löwdin charge.
Positions of all 15 atoms, in Å:
C: 2.073 -1.094 -0.906  -0.0483
C: 1.908 0.046 0.165  -0.9191
O: 1.916 -0.137 1.358  -0.0705
O: 1.843 1.147 -0.325  -0.0773
H: 2.132 -2.112 -0.537  0.0359
H: 3.039 -0.812 -1.322  0.0534
H: 1.131 -1.044 -1.454  0.0484
C: -1.602 0.003 0.964  -0.1562
C: -2.038 0.866 -0.278  -0.1609
H: -0.465 0.043 0.931  0.0628
H: -1.686 0.667 1.760  0.0244
H: -2.102 -0.936 1.051  0.0439
H: -1.813 0.283 -1.151  0.0411
H: -1.340 1.840 -0.093  0.1204
H: -2.997 1.240 -0.163  0.0021

2S+1: 1
E_tot: -308.294175 Ha
Net charge: -1
Relative energy (zero: lowest compared OMol25 entry of this formula, charge and spin): 31.8 kcal per mole
LUMO energy: 4.041 eV


A cluster of 2 separate species, C4H9O2P in total in a non-equilibrium geometry. Source: the Open Molecules 2025 dataset; level of theory: ωB97M-V/def2-TZVPD.

Each line ends with the Löwdin charge.
Positions of all 16 atoms, in Å:
C: 2.953 -0.369 0.609  -0.5185
C: -1.446 -1.297 -0.447  -0.3512
C: -0.697 0.642 1.319  -0.3617
C: 0.399 0.756 -1.266  -0.2814
O: 2.890 0.375 1.485  0.1794
O: 3.140 -1.075 -0.317  0.1360
P: 0.078 -0.472 0.134  0.7688
H: -2.296 -0.534 -0.474  0.0470
H: -1.871 -1.997 0.263  0.0144
H: -1.385 -1.809 -1.536  0.0895
H: -1.445 0.121 1.996  0.0551
H: -1.176 1.582 0.841  0.0611
H: 0.026 1.175 1.988  0.0332
H: 1.123 1.506 -1.054  0.0124
H: -0.710 1.274 -1.361  0.0821
H: 0.418 0.121 -2.180  0.0337

SMILES: CP(C)C.O=C=O
2S+1: 1
E_tot: -649.634950 Ha
Net charge: 0
Relative energy (zero: lowest compared OMol25 entry of this formula, charge and spin): 35.7 kcal per mole
LUMO energy: 0.847 eV


The molecule C4H9O2P in a non-equilibrium geometry. Source: the Open Molecules 2025 dataset; level of theory: ωB97M-V/def2-TZVPD.

Each line ends with the Löwdin charge.
Positions of all 16 atoms, in Å:
C: -1.191 -0.946 -0.942  -0.1496
C: -1.417 -0.505 0.515  -0.1923
C: 0.636 0.146 -0.084  -0.8417
C: 0.705 1.669 0.021  -0.0445
O: 0.040 -0.294 -1.320  -0.1794
O: -0.121 -0.383 1.031  -0.1322
P: 2.348 -0.630 -0.191  0.8867
H: -0.989 -2.057 -1.174  0.1400
H: -1.922 -0.522 -1.674  0.1291
H: -1.941 0.450 0.443  0.1061
H: -2.003 -1.123 1.275  0.1529
H: 1.050 1.798 0.994  0.0555
H: -0.408 2.008 -0.047  0.1192
H: 1.261 2.171 -0.740  0.0711
H: 1.529 -1.930 -0.157  -0.0290
H: 2.789 -0.763 1.219  -0.0921

SMILES: CC1(P)OCCO1
2S+1: 1
E_tot: -649.564288 Ha
Net charge: 0
Relative energy (zero: lowest compared OMol25 entry of this formula, charge and spin): 80.1 kcal per mole
LUMO energy: 0.876 eV


The molecule C4H9O3P in a non-equilibrium geometry. Source: the Open Molecules 2025 dataset; level of theory: ωB97M-V/def2-TZVPD.

Each line ends with the Löwdin charge.
Positions of all 17 atoms, in Å:
C: 0.974 0.354 -1.612  -0.1321
C: -0.372 -0.472 -1.266  -0.4123
C: -0.137 -1.372 -0.126  -0.0578
C: -0.372 1.870 1.578  -0.0985
O: -0.809 3.319 -0.816  -0.2517
O: 1.014 1.514 -0.775  -0.1890
O: -1.300 0.502 -0.808  -0.2196
P: -0.370 2.043 -0.302  0.6060
H: 1.879 -0.182 -1.415  0.1058
H: 1.018 0.532 -2.755  0.1476
H: -0.809 -0.867 -2.173  0.1388
H: 0.228 -0.821 0.739  0.0711
H: 0.481 -2.104 -0.472  0.0498
H: -1.096 -1.849 0.231  0.1170
H: 0.463 2.417 1.807  0.0021
H: -1.285 2.341 2.013  0.0708
H: -0.305 0.784 1.852  0.0519

SMILES: C[C@@H]1CO[P@@](C)(=O)O1
2S+1: 1
E_tot: -724.922654 Ha
Net charge: 0
Relative energy (zero: lowest compared OMol25 entry of this formula, charge and spin): 0.3 kcal per mole
LUMO energy: 0.799 eV


A structure of composition C4H9O3Ru in a non-equilibrium geometry. Source: the Open Molecules 2025 dataset; level of theory: ωB97M-V/def2-TZVPD.

Each line ends with the Löwdin charge.
Positions of all 17 atoms, in Å:
O: 0.447 1.628 -0.315  -0.3084
C: -0.388 1.182 0.703  -0.2729
C: -1.344 0.094 0.247  -0.1820
O: -0.549 -0.883 -0.426  -0.3757
C: -1.247 -2.068 -0.762  -0.0516
Ru: 0.895 0.129 -1.578  1.5265
H: -0.987 1.998 1.150  0.1499
H: 0.229 0.731 1.509  0.1374
H: -2.126 0.481 -0.427  0.1446
H: -1.850 -0.371 1.108  0.1499
H: -0.560 -2.709 -1.325  0.1029
H: -1.570 -2.583 0.156  0.1167
H: -2.132 -1.843 -1.377  0.1121
O: 2.531 0.050 -0.305  -0.2418
C: 2.726 1.092 0.360  -0.2084
H: 2.991 2.030 -0.162  0.0974
H: 2.935 1.041 1.444  0.1034

2S+1: 7
E_tot: -477.862587 Ha
Net charge: +1
Relative energy (zero: lowest compared OMol25 entry of this formula, charge and spin): 0.0 kcal per mole
LUMO energy (spin up / spin down): -5.588 / -6.934 eV